# 1
# C30H61F2N12O6P2

3 unconnected molecules or ions with the total composition C30H61F2N12O6P2 at a distorted geometry (the ωB97M-V functional and the def2-TZVPD basis, OMol25).

Positions of all 113 atoms, in Å:
P 2.14552 4.17793 -0.92647
P 3.26110 -5.39020 -0.97474
F -5.27837 -3.80124 -1.76767
F -0.80401 -1.28870 -1.51206
O 0.84855 4.26401 -0.13479
O -7.39476 3.14258 -0.45638
O -3.65903 1.33998 3.18082
O 1.95293 -5.24573 -0.24177
O -6.57385 -2.01201 0.01627
O -6.86184 -3.11788 -3.07669
N -5.63162 -1.53469 -1.99385
N 3.12108 -3.94562 -1.92500
N -5.55386 0.02119 -0.11771
N 4.41189 -6.01296 -2.04847
N 3.17796 4.39819 0.44263
N -3.60910 1.26858 0.60626
N -1.22342 1.68234 1.10373
N -3.37054 -0.78230 -0.23625
N 1.91263 5.56868 -1.91152
N 3.42735 3.63966 -1.89867
N 4.33455 -5.30645 0.36568
N -2.28911 0.91424 0.61512
C -1.64785 -2.22858 4.47786
C -4.42227 2.40787 2.66545
C -4.06173 2.52964 1.14411
C -0.96888 -1.17009 -0.14475
C 4.19202 -5.89866 -3.49188
C 5.74680 -6.48489 -1.73363
C -4.41826 0.22279 3.65243
C 2.76856 6.73754 -1.87986
C -4.21834 0.18102 0.08158
C -2.92060 -3.14345 2.66631
C 5.39731 -4.38553 0.68898
C -3.52195 -0.98336 3.63682
C 0.32928 -0.81156 0.54795
C 4.06682 -2.85411 -1.88056
C -2.16521 -0.29153 0.10586
C 1.77434 -3.40616 -2.05879
C -4.13910 3.72188 3.37645
C -2.45217 -1.10237 4.52805
C -6.60782 0.98757 0.14426
C 3.14863 3.32690 1.42487
C -6.00083 -2.86020 -2.31982
C 0.52929 6.00361 -2.09146
C 4.23746 -6.40866 1.31229
C -1.85287 -3.24670 3.55201
C -3.73035 -2.01617 2.73087
C 3.29785 3.69621 -3.35843
C -6.74417 2.00607 -0.99303
C 4.77880 3.30806 -1.48749
C 4.15385 5.41518 0.76272
C -5.96371 -1.24233 -0.65607
H 6.37839 -4.88344 0.70469
H -6.51545 1.47814 1.10912
H 1.05026 -4.19764 -2.22889
H 5.41075 4.19959 -1.49321
H -7.54835 0.43830 0.18664
H 5.49135 -3.55437 -0.00109
H -1.20474 -4.11134 3.51750
H 2.12284 3.10137 1.73265
H -3.11272 -3.91982 1.93873
H 3.13344 -5.85232 -3.72984
H 5.23989 -3.95295 1.68332
H 4.59434 -6.76575 -4.02083
H 5.22384 2.58493 -2.17414
H 6.46380 -5.65916 -1.75674
H -7.67364 3.68925 -1.19845
H 4.19973 6.22876 0.04895
H -4.76402 0.40399 4.67389
H 1.46789 -2.84517 -1.16936
H 3.59348 2.39605 1.03951
H -4.64496 3.69032 4.34033
H 0.15894 6.56962 -1.22854
H -5.27524 0.01059 3.00403
H 4.59264 -7.35652 0.88313
H -3.31691 3.32089 1.07472
H -0.13091 5.15531 -2.25369
H 3.93219 5.86380 1.73663
H 4.67762 -5.00508 -3.89237
H 1.71428 -2.73408 -2.91993
H -0.82582 -2.32421 5.17691
H -4.93716 2.91479 0.62813
H 4.82623 -6.21803 2.20897
H -0.51748 1.65268 0.37115
H -3.07478 3.86683 3.55293
H 5.17105 5.00065 0.82124
H -4.57178 -1.93474 2.04820
H -5.71877 2.30296 -1.26058
H -5.49040 2.20325 2.77787
H 1.01432 -1.65317 0.54652
H -1.25535 -2.16731 0.19641
H 3.20439 -6.55845 1.63680
H -7.23615 1.58323 -1.87047
H 0.82821 -0.04235 -0.05625
H 3.72299 4.62245 -3.75149
H 2.53992 7.39200 -2.72409
H -4.57268 4.54083 2.80051
H 5.80491 -6.98577 -0.77131
H -2.26399 -0.31550 5.24788
H 6.07630 -7.22619 -2.46449
H -1.45890 2.66804 1.17868
H 3.69513 3.59608 2.32790
H -6.12003 -0.93773 -2.65525
H 4.82446 2.84003 -0.50881
H 3.81636 2.86006 -3.83315
H 2.63444 7.32207 -0.96228
H 4.00165 -2.28518 -0.94231
H 0.19810 -0.38600 1.53969
H 0.45072 6.63995 -2.97608
H 3.82048 6.47022 -2.00040
H 5.09129 -3.20233 -2.03183
H 3.87602 -2.15690 -2.70160
H 2.25864 3.63485 -3.66774

Cartesian forces, eV/Å:
P 2.70 5.74 2.31
P 2.43 5.13 1.58
F 0.63 0.24 0.63
F 0.08 0.43 -0.09
O -0.62 -3.53 -1.66
O -0.25 -0.28 -0.30
O -0.24 0.23 0.17
O -0.32 -3.16 -1.29
O -0.18 -0.17 0.44
O -0.52 -0.07 -0.69
N -0.06 -0.03 0.62
N -0.72 0.19 -0.03
N 0.12 0.27 -0.35
N -1.26 -0.88 -0.46
N 0.00 -0.29 0.27
N 0.32 0.06 -0.61
N 0.13 0.30 -0.10
N 0.37 0.72 0.33
N -1.00 -0.16 -0.10
N -1.39 -0.89 -0.83
N -0.13 -0.26 0.09
N 1.08 0.09 0.00
C 0.49 -0.07 0.23
C 0.33 0.00 -0.25
C -0.74 0.57 1.40
C 0.45 -0.62 0.94
C -0.19 -0.27 -0.16
C 0.12 -0.56 0.35
C 0.42 -0.54 0.09
C 0.62 -0.21 -0.36
C -0.77 -0.10 -0.46
C 0.32 0.24 0.30
C 0.48 -0.04 -0.25
C 0.40 -0.35 0.16
C 0.38 0.84 -0.86
C 0.48 -0.26 -0.38
C -0.93 -1.02 -0.43
C -0.16 -0.05 0.06
C -0.38 -0.42 0.15
C -0.29 -0.04 -0.28
C -0.96 -0.07 -0.44
C -0.51 -0.15 -0.07
C -0.46 -0.12 -0.59
C -0.19 -0.04 0.13
C -0.52 -0.18 -0.02
C -0.41 0.18 -0.22
C -0.51 0.13 -0.37
C -0.17 -0.35 -0.20
C 1.13 0.49 0.73
C 0.18 -0.62 0.36
C 0.47 -0.04 -0.21
C 0.20 -0.46 0.07
H -0.01 0.01 0.04
H 0.22 0.07 -0.03
H -0.01 0.00 0.14
H -0.06 0.04 0.06
H 0.10 -0.19 0.27
H -0.17 -0.09 -0.09
H 0.05 0.01 0.09
H 0.02 -0.01 -0.04
H -0.06 -0.01 -0.01
H -0.01 0.13 0.02
H -0.06 -0.04 0.00
H 0.04 -0.06 0.16
H -0.15 0.05 -0.13
H -0.03 0.03 0.06
H -0.11 0.16 0.16
H -0.15 -0.09 -0.10
H -0.14 0.18 -0.06
H -0.09 -0.02 -0.02
H 0.03 -0.02 0.13
H 0.10 0.15 0.08
H -0.06 -0.03 -0.01
H -0.08 0.23 0.01
H 0.03 -0.01 0.11
H 0.35 -0.35 -0.44
H 0.01 -0.01 0.10
H -0.06 -0.03 0.00
H -0.02 0.03 0.04
H 0.23 0.02 0.01
H -0.01 0.05 0.01
H 0.11 -0.22 -0.38
H 0.08 0.16 -0.09
H 0.11 0.16 0.06
H 0.05 0.05 -0.18
H 0.00 0.01 0.05
H -0.01 -0.09 0.02
H -0.08 -0.14 -0.42
H -0.01 -0.16 -0.12
H -0.17 -0.17 0.22
H -0.34 0.10 0.07
H 0.00 -0.01 -0.08
H -0.12 -0.01 0.05
H 0.02 0.03 0.08
H -0.02 0.03 0.05
H -0.13 -0.08 -0.01
H 0.14 0.14 0.05
H -0.04 0.21 0.08
H 0.05 -0.04 0.05
H -0.14 0.06 -0.10
H -0.29 -0.10 0.05
H 0.06 0.14 -0.08
H 0.34 0.28 -0.02
H -0.05 0.21 0.06
H 0.04 -0.04 0.15
H 0.06 0.00 0.00
H 0.08 0.02 -0.01
H -0.15 -0.32 0.15
H 0.19 0.01 0.00
H 0.00 -0.06 0.17
H 0.00 -0.05 0.18
H -0.13 -0.05 0.00
H -0.02 0.14 0.02

The calculation puts the HOMO-LUMO gap at 7.41 eV. The molar mass is 785.8 g/mol. Its charge is +1.

# 2
# C18H14N2O4

C18H14N2O4 in the gas phase at a distorted geometry (the ωB97M-V functional and the def2-TZVPD basis, OMol25).

Positions of all 38 atoms, in Å:
O -1.22980 0.30677 -6.65884
O -2.24238 -0.32957 -1.22624
O 0.56317 -0.98303 6.65384
O -1.70961 -1.22992 1.38221
N 0.93811 0.66107 -1.54846
N 1.04093 1.00098 1.44517
C -0.65442 -0.37026 1.68506
C 0.56470 -0.41354 5.38021
C 0.48386 0.76269 -2.87454
C 1.92155 0.82171 3.84684
C -0.85794 0.43797 -2.98488
C -1.25695 0.22328 -1.58428
C 0.04331 0.43824 0.77870
C 1.33573 1.05407 -3.99092
C 1.05755 0.52290 2.78688
C -0.22337 -0.70730 4.26252
C -0.08204 0.48367 -0.72783
C -0.69823 -1.38974 7.23281
C -0.03567 -0.24190 2.94846
C -1.44851 0.30000 -4.26965
C 1.75764 0.37041 5.13821
C -0.64596 0.61425 -5.42700
C 0.70519 1.08833 -5.25176
C -0.42525 -0.57631 -7.53778
H 1.86393 1.49723 1.11039
H -0.60238 -2.30482 7.87312
H -1.10251 -1.27837 4.50215
H -0.51378 -0.25107 -8.57310
H 1.29734 1.41220 -6.09732
H 0.62704 -0.70192 -7.13987
H 2.56831 0.57844 5.79354
H -1.52409 -1.71596 6.54654
H -2.26588 -0.85865 0.70431
H -1.08020 -0.46775 7.86720
H -0.77033 -1.59838 -7.47676
H 2.75337 1.39888 3.64776
H -2.55215 0.16910 -4.24360
H 2.39973 1.27625 -3.97310

Cartesian forces, eV/Å:
O 1.44 -0.08 -0.11
O -2.31 -0.63 0.86
O -1.67 -0.41 -0.73
O 1.30 0.48 1.51
N -0.30 0.65 2.66
N 3.59 1.18 2.78
C -1.74 -0.49 -1.73
C 2.10 0.11 -0.89
C 1.71 -0.21 -1.48
C -0.66 -0.44 0.30
C 0.94 0.77 -2.34
C -0.49 -0.61 -0.55
C -2.07 -1.94 -2.23
C -2.20 -0.03 0.17
C 1.10 2.18 -1.77
C -1.36 -0.81 2.33
C 2.93 0.63 0.05
C -1.18 1.04 1.03
C -0.74 -1.24 1.35
C 0.22 1.20 0.99
C -1.68 -0.54 -1.94
C -0.22 -0.91 1.06
C -1.16 -1.02 0.46
C 0.69 0.17 1.54
H -0.75 -0.28 -0.49
H 0.62 1.09 -0.32
H -0.29 -0.41 -0.28
H 0.26 0.30 0.26
H -0.16 -0.22 -0.21
H -0.96 0.82 -0.77
H 0.03 -0.05 0.98
H 0.98 0.73 0.01
H -0.19 0.36 -0.78
H 0.56 -2.02 -1.13
H -0.79 -0.22 0.11
H 1.76 1.20 -0.45
H 0.97 -0.39 -0.80
H -0.29 0.02 0.58

For the relative energy (zero: lowest compared OMol25 entry of this formula, charge and spin), the calculation gives 83.7 kcal/mol. The calculation puts the HOMO-LUMO gap at 6.18 eV. The molar mass is 322.3 g/mol. As for the SMILES: COc1ccc2c(c1)C(=O)C(c1[nH]c3ccc(OC)cc3c1O)=N2.

# 3
# CH7NO2

3 unconnected molecules or ions with the total composition CH7NO2 at a distorted geometry (the ωB97M-V functional and the def2-TZVPD basis, OMol25).

Positions of all 11 atoms, in Å:
O 2.56099 -0.77827 -0.48529
O -2.40013 -0.95731 0.14893
N -0.56784 0.76232 0.76675
C 0.35090 0.34731 -0.19842
H 0.56628 1.11261 -0.95117
H -0.63797 1.73895 1.02121
H -3.14153 -1.55069 0.05486
H -0.07539 -0.54117 -0.66283
H -1.48352 0.22681 0.70254
H 1.42764 -0.08438 0.16014
H 3.40056 -0.27618 -0.55673

Cartesian forces, eV/Å:
O 0.44 0.08 0.22
O 0.30 0.29 -0.06
N -0.05 -0.03 -0.16
C -1.72 0.59 0.02
H 0.53 -0.03 0.17
H 0.27 -0.15 -0.21
H -0.23 -0.02 0.10
H 0.20 -0.11 -0.03
H 0.12 -0.45 0.29
H 0.95 -0.15 -0.63
H -0.80 -0.03 0.30

For the relative energy (zero: lowest compared OMol25 entry of this formula, charge and spin), the calculation gives 17.8 kcal/mol. Its spin multiplicity is 2. The calculation puts the HOMO-LUMO gap (spin up / spin down) at 7.80 / 6.13 eV. The molar mass is 65.1 g/mol. As for the expectation value of S²: 0.76. Its charge is -1.